A 14-piece molecular cluster, C3H34O13S overall in a non-equilibrium geometry. Source: the Open Molecules 2025 dataset; level of theory: ωB97M-V with the def2-TZVPD basis set.

Geometry as XYZ:
```
51
Properties=species:S:1:pos:R:3
C 0.390 2.956 -0.428
C -1.003 2.770 -0.994
C -2.081 2.691 0.087
S -3.713 2.857 -0.797
H 0.415 3.629 0.423
H 1.105 3.464 -1.101
H 1.046 2.113 -0.186
H -1.264 3.667 -1.558
H -1.008 1.895 -1.638
H -2.032 3.449 0.859
H -2.162 1.721 0.563
H -4.242 1.751 -0.259
H 2.800 1.281 -3.779
H 3.756 1.659 -2.652
O 3.249 0.922 -3.007
H -3.535 -2.076 -0.329
H -3.111 -1.112 -1.492
O -2.895 -1.412 -0.599
H -2.666 0.911 -2.578
H -2.001 0.031 -3.703
O -2.535 0.016 -2.905
H 2.051 -3.088 0.232
H 0.823 -2.724 -0.637
O 1.102 -3.210 0.160
H 1.480 2.270 3.020
H 1.874 3.702 2.445
O 1.157 3.112 2.682
H -2.219 0.203 3.493
H -2.002 -1.257 3.932
O -1.576 -0.512 3.495
H 0.228 -0.048 3.707
H 1.135 0.157 5.070
O 0.925 0.433 4.179
H 2.960 -0.313 3.329
H 3.563 -0.420 1.913
O 3.570 -0.822 2.784
H -0.728 -3.046 -2.445
H -0.892 -1.477 -2.083
O -0.303 -2.219 -2.235
H 3.348 -1.927 -2.184
H 3.758 -1.526 -0.773
O 3.170 -2.116 -1.257
H -0.603 -3.867 -0.188
H -1.894 -3.086 -0.025
O -1.552 -3.920 -0.369
H 0.567 -0.493 -3.137
H 0.930 1.049 -2.777
O 0.484 0.438 -3.365
H 0.162 -3.208 1.650
H 0.062 -2.185 2.873
O -0.097 -3.083 2.586
```

Output
E_tot ... -1510.97910 Eh
Maximum force ... 2.1 eV/Å
Energy above the lowest of the compared OMol25 structures with the same formula, charge and spin ... 77.2 kJ/mol

***

A 3-piece molecular cluster, C4H12NO2 overall in a non-equilibrium geometry. Source: the Open Molecules 2025 dataset; level of theory: ωB97M-V with the def2-TZVPD basis set.

Geometry as XYZ:
```
19
Properties=species:S:1:pos:R:3
O 0.041 0.126 -1.068
C 0.544 -0.828 -0.533
C 1.863 -0.804 0.115
C 2.729 0.367 -0.016
C 2.311 1.322 1.121
N -3.640 -0.590 0.840
H 0.018 -1.796 -0.536
H 2.215 -1.747 0.533
H 2.542 0.762 -1.021
H 3.764 0.014 -0.010
H 2.175 0.765 2.051
H 2.979 2.165 1.277
H 1.332 1.757 0.905
H -3.270 -0.366 1.752
H -4.206 0.150 0.457
H -4.165 -1.449 0.907
H -1.906 -0.055 -1.670
H -2.558 0.219 -3.009
O -2.768 -0.013 -2.096
```

Output
E_tot ... -364.43733 Eh
Maximum force ... 2.4 eV/Å
Energy above the lowest of the compared OMol25 structures with the same formula, charge and spin ... 519.6 kJ/mol
Net charge ... +1

***

A 14-piece molecular cluster, C52H104O32 overall in a non-equilibrium geometry. Source: the Open Molecules 2025 dataset; level of theory: ωB97M-V with the def2-TZVPD basis set.

Geometry as XYZ:
```
188
Properties=species:S:1:pos:R:3
C -4.536 1.728 5.043
O -4.070 0.966 3.876
C -3.775 1.515 2.686
O -3.570 2.678 2.534
O -3.687 0.657 1.717
C -3.502 -0.698 1.880
H -3.722 1.870 5.794
H -5.413 1.229 5.469
H -4.840 2.721 4.785
H -3.037 -1.025 0.941
H -4.419 -1.287 2.068
H -2.846 -0.918 2.676
C 5.241 -2.153 2.891
O 3.922 -2.314 2.330
C 3.501 -1.486 1.338
O 2.444 -1.666 0.777
O 4.228 -0.400 1.156
C 3.817 0.745 0.265
H 5.352 -1.087 3.171
H 5.985 -2.390 2.121
H 5.389 -2.781 3.783
H 4.703 1.355 0.083
H 3.135 1.438 0.772
H 3.255 0.406 -0.575
C -1.728 -0.614 6.172
O -1.299 0.733 6.142
C -0.256 1.142 6.926
O 0.178 2.231 6.854
O 0.161 0.195 7.784
C 1.389 0.545 8.466
H -1.088 -1.289 5.590
H -2.683 -0.516 5.686
H -1.795 -0.980 7.189
H 1.348 1.446 9.112
H 2.161 0.764 7.692
H 1.542 -0.371 9.043
C 1.601 7.706 -0.962
O 0.947 6.501 -0.566
C 0.317 6.591 0.610
O 0.651 7.438 1.434
O -0.453 5.548 0.850
C -1.202 5.534 2.124
H 2.503 7.346 -1.405
H 1.765 8.370 -0.140
H 1.099 8.152 -1.821
H -0.391 5.316 2.920
H -1.940 4.777 2.021
H -1.561 6.529 2.319
C -0.396 1.758 2.685
O -0.445 1.456 1.324
C -0.039 0.072 1.012
C -0.146 -0.206 -0.447
O -1.519 -0.433 -0.744
C -1.564 -0.638 -2.134
H -1.016 1.040 3.326
H -0.664 2.822 2.794
H 0.556 1.561 3.178
H -0.707 -0.605 1.535
H 0.920 -0.061 1.426
H 0.411 -1.123 -0.626
H 0.267 0.583 -1.044
H -0.922 0.125 -2.558
H -2.569 -0.416 -2.434
H -1.168 -1.649 -2.334
C 1.995 0.941 -3.427
O 2.036 1.861 -2.331
C 2.399 3.213 -2.606
C 2.554 3.886 -1.297
O 3.735 3.535 -0.642
C 3.822 4.141 0.641
H 3.011 0.908 -3.922
H 1.209 1.321 -4.139
H 1.681 -0.062 -3.046
H 1.651 3.739 -3.287
H 3.346 3.201 -3.121
H 1.729 3.537 -0.646
H 2.565 4.964 -1.478
H 2.958 3.812 1.264
H 3.856 5.287 0.577
H 4.754 3.818 1.085
C -4.304 -3.720 3.915
O -3.920 -3.747 2.533
C -3.762 -5.012 1.980
C -3.124 -4.827 0.647
O -1.894 -4.281 0.822
C -1.221 -3.973 -0.415
H -5.290 -4.224 4.018
H -4.456 -2.716 4.274
H -3.571 -4.227 4.621
H -4.767 -5.586 1.800
H -3.248 -5.747 2.712
H -3.749 -4.108 0.024
H -3.100 -5.731 -0.018
H -0.140 -3.807 -0.279
H -1.656 -3.009 -0.870
H -1.408 -4.724 -1.151
C 6.661 4.200 3.475
O 5.380 4.783 3.660
C 5.455 6.171 3.533
C 4.302 6.965 4.255
O 4.430 8.396 3.872
C 3.769 8.750 2.634
H 6.740 3.355 2.811
H 7.087 3.908 4.446
H 7.375 4.799 2.988
H 5.444 6.504 2.458
H 6.373 6.540 3.961
H 4.387 6.889 5.331
H 3.321 6.676 3.975
H 4.078 7.927 2.016
H 4.303 9.664 2.286
H 2.677 8.673 2.754
C -6.354 -1.383 0.249
O -5.462 -1.847 -0.721
C -5.770 -1.293 -1.976
C -5.117 -2.093 -3.083
O -5.320 -3.445 -2.806
C -4.846 -4.270 -3.781
H -6.296 -2.012 1.128
H -7.316 -1.366 -0.172
H -6.073 -0.360 0.574
H -5.514 -0.203 -1.941
H -6.843 -1.411 -2.102
H -4.110 -1.753 -3.244
H -5.672 -1.833 -4.034
H -3.716 -4.191 -3.801
H -5.296 -3.987 -4.789
H -5.247 -5.227 -3.635
O 0.842 -3.505 6.084
C 0.975 -3.974 5.008
O 1.365 -5.233 4.815
C 1.372 -5.544 3.361
C 0.779 -4.327 2.602
C 0.696 -3.344 3.696
H 0.773 -6.428 3.376
H 2.358 -5.835 2.979
H -0.212 -4.523 2.244
H 1.384 -3.910 1.750
H -0.312 -2.900 3.722
H 1.368 -2.525 3.547
O 5.001 -1.586 -5.445
C 4.590 -2.224 -4.512
O 3.371 -1.985 -3.931
C 2.940 -3.003 -3.054
C 4.259 -3.821 -2.700
C 5.267 -3.314 -3.676
H 2.243 -3.674 -3.527
H 2.420 -2.592 -2.173
H 4.118 -4.907 -2.752
H 4.533 -3.644 -1.710
H 5.634 -4.109 -4.292
H 6.170 -2.918 -3.165
O -2.598 1.911 -3.935
C -2.392 2.508 -2.877
O -1.149 2.950 -2.610
C -0.985 3.532 -1.315
C -2.456 3.723 -0.730
C -3.282 2.828 -1.712
H -0.412 4.442 -1.500
H -0.454 2.861 -0.623
H -2.768 4.734 -0.773
H -2.702 3.301 0.217
H -4.251 3.328 -2.042
H -3.534 1.904 -1.161
O -0.687 -4.431 -4.601
C -0.579 -4.943 -5.669
O 0.624 -4.966 -6.292
C 0.557 -5.353 -7.642
C -0.790 -6.175 -7.687
C -1.615 -5.705 -6.492
H 1.414 -5.944 -7.884
H 0.448 -4.483 -8.275
H -0.688 -7.232 -7.752
H -1.256 -5.937 -8.652
H -1.935 -6.493 -5.776
H -2.460 -5.128 -6.764
O -2.512 -2.981 -7.159
C -1.680 -2.201 -6.798
O -0.525 -1.983 -7.466
C 0.317 -1.120 -6.698
C -0.650 -0.296 -5.802
C -1.799 -1.282 -5.645
H 0.908 -0.514 -7.406
H 1.066 -1.694 -6.048
H -0.890 0.580 -6.417
H -0.127 0.131 -4.962
H -2.803 -0.853 -5.691
H -1.628 -1.868 -4.742
```

Output
E_tot ... -4451.15562 Eh
Maximum force ... 3.5 eV/Å
Energy above the lowest of the compared OMol25 structures with the same formula, charge and spin ... 822.2 kJ/mol

***

A 6-piece molecular cluster, C24H66N6O6 overall in a non-equilibrium geometry. Source: the Open Molecules 2025 dataset; level of theory: ωB97M-V with the def2-TZVPD basis set.

Geometry as XYZ:
```
102
Properties=species:S:1:pos:R:3
C 0.799 0.778 -0.034
O 1.973 0.090 0.277
C 1.740 -1.286 0.527
C 3.000 -2.078 0.263
C 2.835 -3.564 0.595
N 4.192 -1.526 0.899
H 0.829 1.870 -0.031
H 0.004 0.589 0.696
H 0.420 0.549 -1.038
H 1.499 -1.401 1.592
H 0.941 -1.651 -0.123
H 3.159 -2.094 -0.825
H 3.764 -4.086 0.361
H 2.012 -4.079 0.102
H 2.763 -3.690 1.681
H 3.962 -0.599 1.258
H 4.871 -1.268 0.192
C -1.054 -4.679 -0.016
O -1.868 -4.239 1.043
C -2.535 -5.301 1.707
C -3.888 -4.834 2.226
C -4.555 -6.040 2.924
N -4.839 -4.368 1.204
H -0.460 -3.853 -0.408
H -1.652 -4.984 -0.885
H -0.411 -5.501 0.305
H -2.695 -6.128 1.012
H -1.961 -5.625 2.580
H -3.829 -4.039 2.969
H -5.600 -5.840 3.153
H -4.101 -6.230 3.900
H -4.462 -6.947 2.324
H -4.333 -3.707 0.618
H -5.146 -5.134 0.615
C -4.457 5.158 -1.343
O -4.272 3.786 -1.071
C -4.194 3.496 0.314
C -3.810 2.020 0.434
C -3.717 1.505 1.858
N -2.434 1.907 -0.143
H -4.082 5.344 -2.348
H -3.902 5.813 -0.664
H -5.520 5.406 -1.264
H -3.386 4.084 0.763
H -5.129 3.744 0.825
H -4.475 1.366 -0.140
H -2.927 2.014 2.414
H -3.449 0.448 1.850
H -4.642 1.654 2.421
H -2.574 2.332 -1.067
H -2.388 0.917 -0.400
C 6.071 2.618 -1.925
O 6.788 1.434 -2.191
C 6.175 0.273 -1.643
C 7.298 -0.754 -1.484
C 7.624 -1.482 -2.770
N 6.863 -1.855 -0.569
H 6.542 3.426 -2.487
H 6.244 2.881 -0.873
H 5.007 2.607 -2.168
H 5.837 0.582 -0.644
H 5.368 -0.116 -2.269
H 8.181 -0.301 -1.022
H 6.750 -2.018 -3.140
H 8.413 -2.227 -2.632
H 8.023 -0.877 -3.592
H 6.675 -1.466 0.355
H 7.727 -2.377 -0.460
C 1.845 5.654 1.442
O 1.513 5.406 2.786
C 1.681 4.052 3.148
C 0.373 3.260 3.015
C -0.597 3.728 4.090
N 0.634 1.838 3.225
H 1.493 4.869 0.761
H 2.934 5.565 1.304
H 1.533 6.639 1.113
H 2.459 3.589 2.525
H 2.043 4.037 4.179
H 0.020 3.506 2.005
H -1.449 3.054 4.193
H -0.985 4.735 3.926
H -0.093 3.755 5.058
H 1.515 1.581 2.777
H -0.020 1.305 2.657
C -4.870 1.428 -3.925
O -3.603 1.016 -3.460
C -3.570 -0.365 -3.118
C -2.113 -0.634 -2.683
C -1.346 -1.631 -3.578
N -2.195 -1.132 -1.295
H -5.396 0.678 -4.531
H -4.743 2.252 -4.626
H -5.522 1.663 -3.083
H -4.317 -0.617 -2.366
H -3.724 -0.942 -4.037
H -1.509 0.272 -2.609
H -1.391 -1.208 -4.583
H -1.770 -2.637 -3.510
H -0.329 -1.801 -3.221
H -1.323 -1.397 -0.852
H -2.780 -1.962 -1.314
```

Output
E_tot ... -1733.82953 Eh
Maximum force ... 2.1 eV/Å
SMILES ... COC[C@H](C)N.COC[C@H](C)N.COC[C@H](C)N.COC[C@H](C)N.COC[C@H](C)N.COC[C@H](C)N
Energy above the lowest of the compared OMol25 structures with the same formula, charge and spin ... 174.8 kJ/mol

***

Which of these has the lowest energy above the lowest of the compared OMol25 structures with the same formula, charge and spin? C3H34O13S

***

Look up the E_tot of the second one. -364.43733 Eh

***

Among the records above, which one has the highest energy above the lowest of the compared OMol25 structures with the same formula, charge and spin? C52H104O32